Entry 1:
C25H49ClIrO3P2 | the ωB97M-V functional and the def2-TZVPD basis

Properties
- ⟨S²⟩ = 8.7976
- Kohn-Sham gap (spin up / spin down) (eV) = 4.575 / 6.294
- multiplicity = 6
- net charge = 0

Structure (XYZ):
```
81
C25H49ClIrO3P2 | the Open Molecules 2025 dataset | the ωB97M-V functional and the def2-TZVPD basis
Ir -0.120 0.100 0.005
P -1.610 0.004 -1.732
C -2.809 -1.431 -1.712
C -2.732 1.512 -1.940
C -0.706 -0.251 -3.368
C -3.191 -1.883 -0.303
H -2.183 -2.219 -2.181
C -4.072 -1.219 -2.555
H -4.820 -0.630 -2.008
H -4.504 -2.211 -2.731
H -3.896 -0.765 -3.534
H -2.393 -2.494 0.142
H -4.095 -2.488 -0.360
H -3.387 -1.036 0.372
H -0.258 -1.242 -3.153
C 0.443 0.724 -3.616
C -1.577 -0.329 -4.617
H -2.116 -1.275 -4.672
H -0.912 -0.276 -5.489
H -2.275 0.513 -4.690
H 0.732 1.231 -2.697
H 0.211 1.504 -4.351
H 1.334 0.168 -3.937
C -3.507 1.769 -0.643
H -3.458 1.204 -2.718
C -2.028 2.775 -2.455
H -4.261 1.000 -0.445
H -4.012 2.736 -0.724
H -2.805 1.838 0.206
H -1.095 2.962 -1.906
H -2.689 3.633 -2.279
H -1.822 2.730 -3.533
Cl -0.780 2.340 0.630
H -1.165 -0.702 0.910
H 0.997 -0.406 -1.234
P 1.636 -0.460 1.686
C 3.097 -1.478 1.065
C 2.487 0.989 2.581
C 0.844 -1.565 2.978
C 3.489 -1.209 -0.389
H 2.655 -2.495 1.111
C 4.335 -1.408 1.955
H 4.919 -0.504 1.744
H 4.958 -2.272 1.697
H 4.119 -1.470 3.025
H 2.760 -1.648 -1.083
H 4.462 -1.668 -0.579
H 3.562 -0.135 -0.626
H 0.621 -2.434 2.323
C -0.481 -0.995 3.511
C 1.778 -2.000 4.104
H 2.519 -2.729 3.762
H 1.152 -2.486 4.864
H 2.280 -1.146 4.583
H -0.852 -0.134 2.941
H -0.382 -0.715 4.569
H -1.230 -1.794 3.434
C 3.259 1.920 1.660
H 3.273 0.512 3.178
C 1.545 1.768 3.497
H 4.193 1.505 1.237
H 3.347 2.942 2.034
H 2.647 2.144 0.809
H 0.644 2.112 2.964
H 2.091 2.647 3.858
H 1.264 1.171 4.371
O 1.606 4.008 1.273
C 1.469 4.461 0.009
C 1.200 5.836 -0.189
C 1.052 6.323 -1.476
C 1.187 5.484 -2.571
C 1.442 4.125 -2.368
C 1.562 3.566 -1.096
C 2.074 2.072 -1.082
O 2.819 1.698 -1.965
O 1.628 1.260 -0.161
H 1.438 4.759 1.941
H 1.094 6.481 0.678
H 0.823 7.402 -1.614
H 1.081 5.874 -3.588
H 1.582 3.466 -3.262
```

Here are the Löwdin charges for atoms 1 to 5, given in e: number 1, Ir, carries 0.838; number 2, P, carries 0.883; number 3, C, carries -0.524; number 4, C, carries -0.519; number 5, C, carries -0.532


Entry 2:
C19H51BN6O7P2S | the ωB97M-V functional and the def2-TZVPD basis

Properties
- Kohn-Sham gap (eV) = 7.630
- multiplicity = 1
- net charge = 0

Structure (XYZ):
```
87
C19H51BN6O7P2S | the Open Molecules 2025 dataset | the ωB97M-V functional and the def2-TZVPD basis
C -0.899 2.927 -4.309
C 0.646 2.899 -4.231
C 1.301 4.179 -3.657
C 0.578 4.788 -2.448
O 0.320 3.806 -1.435
S 1.711 3.353 -0.729
O 1.422 2.279 0.160
O 2.280 4.502 -0.090
C 2.790 2.779 -2.064
C 2.758 3.842 -3.182
B 3.746 3.550 -4.399
O 4.433 2.353 -4.555
O 3.885 4.572 -5.338
C 4.835 5.541 -4.867
H -1.239 1.882 -4.316
H -1.261 3.348 -5.254
H -1.390 3.394 -3.453
H 0.947 1.975 -3.732
H 1.007 2.809 -5.267
H 1.430 4.885 -4.485
H 1.188 5.619 -2.071
H -0.354 5.239 -2.805
H 3.802 2.621 -1.681
H 2.410 1.797 -2.356
H 3.127 4.782 -2.733
H 5.245 2.343 -4.030
H 4.965 6.341 -5.597
H 4.525 6.002 -3.918
H 5.792 5.022 -4.703
O 0.419 -2.201 3.204
P 1.117 -1.187 4.093
N 0.376 -1.646 5.578
C 0.058 -0.774 6.688
C 0.866 -2.921 6.089
N 0.353 0.216 3.385
C -0.913 0.706 3.912
C 0.230 0.135 1.923
N 2.327 -0.157 4.905
C 2.259 1.293 4.960
C 3.684 -0.545 4.462
H 0.944 -0.475 7.266
H -0.623 -1.292 7.368
H -0.478 0.119 6.378
H 1.870 -2.823 6.530
H 0.921 -3.661 5.288
H 0.191 -3.329 6.844
H -1.647 -0.096 4.064
H -1.345 1.444 3.235
H -0.776 1.251 4.849
H -0.624 -0.472 1.608
H 1.125 -0.301 1.477
H 0.111 1.127 1.498
H 2.267 1.768 3.976
H 3.125 1.665 5.516
H 1.388 1.632 5.519
H 3.867 -0.254 3.420
H 3.807 -1.632 4.534
H 4.453 -0.095 5.092
O -1.315 -1.857 -0.893
P -2.252 -2.960 -1.350
N -3.407 -1.959 -2.141
C -4.829 -2.202 -2.246
C -2.915 -1.405 -3.397
N -2.765 -3.424 0.257
C -3.915 -2.777 0.874
C -1.668 -3.425 1.235
N -2.941 -4.457 -2.037
C -3.785 -5.380 -1.300
C -1.872 -5.230 -2.706
H -5.077 -2.993 -2.968
H -5.326 -1.285 -2.574
H -5.284 -2.444 -1.290
H -2.905 -2.160 -4.198
H -1.896 -1.028 -3.278
H -3.525 -0.560 -3.721
H -3.889 -1.684 0.778
H -3.967 -3.028 1.935
H -4.856 -3.152 0.465
H -1.440 -2.425 1.608
H -0.754 -3.828 0.798
H -1.923 -4.054 2.091
H -3.299 -5.809 -0.420
H -4.063 -6.206 -1.962
H -4.725 -4.916 -1.005
H -1.176 -5.668 -1.981
H -1.297 -4.579 -3.373
H -2.287 -6.031 -3.322
```

Here are the Löwdin charges for atoms 1 to 5, given in e: number 1, C, carries -0.077; number 2, C, carries -0.181; number 3, C, carries -0.249; number 4, C, carries -0.192; number 5, O, carries -0.189